[1]
{"formula": "C3H3NO3", "method": "the ωB97M-V functional and the def2-TZVPD basis", "symbols": ["O", "C", "C", "O", "N", "C", "O", "H", "H", "H"], "positions_angstrom": [[1.9958, 0.8079, -0.8791], [0.8976, 0.3623, -0.4994], [0.5475, -1.0920, -0.2817], [-0.8718, -1.3471, -0.1739], [-1.6926, -0.4275, 0.6782], [-1.1140, 0.7088, 0.8285], [0.0328, 1.1239, 0.3116], [0.9318, -1.6329, -1.1388], [1.2481, -1.3516, 0.5777], [-1.5725, 1.4253, 1.4601]], "atomic_forces_ev_per_a": [[-4.68, -1.21, 0.90], [3.09, 0.62, 1.43], [0.39, 0.47, -0.25], [0.06, 1.07, 0.82], [2.23, -0.16, -0.85], [-0.88, -2.46, -0.41], [1.92, 1.53, -1.54], [-0.33, -0.42, -0.10], [-1.35, -0.03, -0.43], [-0.45, 0.60, 0.43]], "nbo_charge": [-0.51, 0.77, -0.21, -0.40, -0.13, 0.33, -0.50, 0.23, 0.22, 0.20], "smiles": "O=C1CON=CO1", "charge": 0}

[2]
{"formula": "C3H3NO3", "method": "the ωB97M-V functional and the def2-TZVPD basis", "symbols": ["C", "C", "C", "H", "H", "H", "N", "O", "O", "O"], "positions_angstrom": [[-0.2552, -0.4797, 0.3661], [-0.5555, 0.9827, 0.1430], [1.3311, -0.5119, 0.0818], [-1.8808, -0.5702, -1.4139], [-0.2748, -0.8105, 1.4408], [-1.3956, 1.6383, 0.2307], [0.4838, 1.6265, -0.1128], [-1.1682, -1.3489, -0.3275], [1.6179, 0.8332, -0.3453], [2.0973, -1.3594, -0.0629]], "atomic_forces_ev_per_a": [[-0.61, -0.50, 0.70], [1.10, -1.29, 1.08], [-3.45, 3.26, -2.58], [2.94, -2.81, 4.02], [-0.53, 0.49, -0.71], [-0.96, -0.47, 0.39], [1.66, 1.53, -1.54], [-1.38, 2.96, -3.47], [-0.50, -1.04, 1.62], [1.73, -2.12, 0.50]], "nbo_charge": [-0.07, -0.03, 0.75, 0.44, 0.22, 0.23, -0.06, -0.63, -0.37, -0.48], "charge": 0}

[3]
{"formula": "C3H3NO3", "method": "the ωB97M-V functional and the def2-TZVPD basis", "symbols": ["N", "C", "O", "C", "O", "C", "O", "H", "H", "H"], "positions_angstrom": [[1.2372, -0.7724, -1.4983], [0.5645, -0.3359, -0.5425], [0.4723, -0.8170, 0.7643], [-0.4046, 0.0627, 1.3744], [-1.0907, -0.1354, 2.3132], [-0.4431, 0.7621, -0.4811], [-0.1725, 1.3846, 0.7464], [1.7952, -1.5872, -1.2504], [-1.3377, 0.0498, -0.0677], [-0.6205, 1.3888, -1.3582]], "atomic_forces_ev_per_a": [[-0.11, -0.01, 0.42], [0.11, 0.11, -0.54], [-0.27, -0.05, 0.19], [2.05, 2.04, 2.24], [0.40, -0.05, -0.78], [-1.86, -1.68, -0.61], [-0.52, -1.84, 1.62], [0.02, -0.01, 0.04], [0.15, 1.59, -3.02], [0.03, -0.11, 0.43]], "nbo_charge": [-0.62, 0.52, -0.50, 0.94, -0.49, -0.13, -0.51, 0.36, 0.17, 0.24], "charge": 0}

Values for calculated total energy, eV, ordered as above
-10789.2054, -10786.6319, -10789.9685
Values for energy above the lowest of the compared OMol25 structures with the same formula, charge and spin, kcal/mol, ordered as above
80.6, 139.9, 63.0
Values for molecular weight, g/mol, ordered as above
101.06, 101.06, 101.06